The following is a DFT calculation (ωB97M-V/def2-TZVPD) of CH4CsN2O as an isolated structure.

## Properties
HOMO: -13.86 eV
Energy relative to the best compared isomer or geometry (same formula, charge and spin): 3.09 kcal/mol

The geometry in ORCA input format:
```
! RIJCOSX wB97M-V def2-TZVPD def2/J DEFGRID3
* xyz 1 1
Cs -0.802 3.394 1.069
C 0.158 -0.122 0.275
O 0.299 0.633 1.242
N -0.535 -1.279 0.351
N 0.698 0.179 -0.940
H -0.649 -1.907 -0.425
H -0.916 -1.558 1.237
H 0.574 -0.395 -1.756
H 1.173 1.054 -1.053
*
```

Results of the Mulliken charge analysis, in e, for atoms 1 through 5:
1 Cs 1.000
2 C 0.626
3 O -0.715
4 N -0.365
5 N -0.334